1.
Computed, not measured: a cluster of 2 separate species, C20H26N9O7S in total in a non-equilibrium geometry, with ωB97M-V/def2-TZVPD.

Summary:
- Orbital gap: 8.55 eV
- Highest occupied orbital energy: -11.28 eV
- Largest force on an atom: 0.0761 Eh/bohr
- E: -2195.1473 hartree

Structure (ORCA input):
```
! RIJCOSX wB97M-V def2-TZVPD def2/J DEFGRID3
* xyz 1 1
O 7.82258 6.74239 -0.10283
O -6.17284 -2.79109 -3.69294
O -3.45165 -5.09938 -1.04530
O 7.64317 4.26790 -1.29191
O 1.20970 -1.28409 5.02254
O -0.74045 -1.31120 3.48192
O 5.58273 3.79231 -1.75589
N 4.47437 5.83321 1.75900
C 6.83747 6.30189 0.46065
C -5.63836 -2.07551 -2.85716
C -4.06709 -4.72300 -2.03746
C 5.27463 6.77905 2.17084
C -1.04368 -3.46438 -0.40280
C 4.83510 5.03233 0.69656
C 6.01214 5.19479 -0.00147
C -1.58162 -2.69196 -1.39707
C -1.14327 -1.37456 0.32169
C 3.06279 1.73770 1.85382
C 0.78622 2.53517 1.80169
C 2.64922 0.58191 2.52331
C 0.36780 1.38417 2.47056
C 2.13478 2.72497 1.47208
C 1.29031 0.38535 2.81185
N 6.47981 7.01159 1.56119
N -0.76782 -2.62322 0.66068
N -5.18384 -5.31772 -2.46604
N 3.95120 4.02606 0.37537
N -4.40368 -2.30717 -2.40367
N 1.37930 -2.35060 2.82630
N 6.43635 4.37312 -1.07428
N -1.63149 -1.38844 -0.93514
C -6.37031 -0.88643 -2.28073
C -5.78953 -6.50039 -1.85596
C 2.53088 4.00784 0.77019
C -2.09386 -3.19090 -2.73056
C -3.61018 -3.47602 -2.81569
S 0.69546 -1.09326 3.67428
H 4.97143 7.40107 3.00914
H -0.92429 -4.54388 -0.43002
H -1.06667 -0.50733 0.96937
H 4.12297 1.87130 1.65583
H 0.05691 3.30412 1.56126
H 3.40322 -0.13925 2.82973
H -0.68141 1.28327 2.74432
H 7.03530 7.82753 1.78166
H -0.35864 -2.88768 1.56009
H -5.67487 -4.87618 -3.23512
H 4.20205 3.55058 -0.48932
H -4.07732 -1.74515 -1.63753
H 1.32495 -3.12994 3.47636
H 2.34974 -2.09873 2.69700
H -1.93565 -0.58445 -1.47094
H -6.47020 -1.00380 -1.20326
H -5.82902 0.02855 -2.51335
H -7.36329 -0.83684 -2.72804
H -5.17644 -7.37896 -2.06275
H -5.86308 -6.37144 -0.77407
H -6.78974 -6.65984 -2.26267
H 1.91826 4.13224 -0.12864
H 2.28426 4.84478 1.43157
H -1.55579 -4.10568 -2.98945
H -1.84092 -2.45201 -3.49274
H -3.82816 -3.68470 -3.86602
*
```

These are the Löwdin partial charges, in e, on atoms 1 to 6: atom 1 (O): 0.089, atom 2 (O): 0.055, atom 3 (O): 0.050, atom 4 (O): 0.120, atom 5 (O): -0.293, atom 6 (O): -0.332

2.
Computed, not measured: a structure of composition C20H27BrNO2PTi in a non-equilibrium geometry, with ωB97M-V/def2-TZVPD.

Summary:
- Orbital gap (spin up / spin down): 6.16 / 8.15 eV
- Highest occupied orbital energy (spin up / spin down): -5.80 / -8.09 eV
- Largest force on an atom: 0.0531 Eh/bohr
- E: -4748.2636 hartree

Structure (ORCA input):
```
! RIJCOSX wB97M-V def2-TZVPD def2/J DEFGRID3
* xyz 0 3
C 4.14831 -0.94848 0.53254
C 3.71834 0.10995 -0.26644
C 2.34891 0.28000 -0.53090
C 1.46068 -0.63099 0.03023
C 1.88013 -1.69986 0.82105
C 3.24072 -1.83880 1.09888
C 1.85383 1.43768 -1.35211
C 0.63532 1.21204 -2.30222
N 0.98444 0.47637 -3.47820
Ti -0.50201 -0.05689 -0.45662
C 0.85740 -2.65327 1.34891
P -0.68332 -2.41670 0.33548
H 4.42703 0.81395 -0.71115
H 3.55466 -2.65352 1.74734
H 5.21548 -1.08067 0.72483
H 0.57432 -2.44131 2.39447
H 1.16464 -3.70531 1.26793
H 1.61118 2.30126 -0.69960
H 2.68551 1.77208 -1.99581
H -0.42991 0.80766 -2.00812
C -1.91154 -3.26607 1.35988
C -0.37528 -3.59191 -1.01943
H 0.37313 2.23252 -2.65688
C 1.75497 -0.72765 -3.48901
C 0.16410 0.69004 -4.63264
H -2.03844 -0.92236 -0.77293
H 2.02360 -0.89702 -4.54245
H 2.66655 -0.64217 -2.89314
H 1.21755 -1.62910 -3.14600
H 0.74100 0.37110 -5.50943
H -0.78393 0.12939 -4.62218
H -0.08350 1.75280 -4.71010
H -0.30464 -4.60648 -0.60070
H -1.20860 -3.53308 -1.73138
H 0.55595 -3.34708 -1.54602
H -1.57517 -4.29234 1.57209
H -2.04448 -2.71832 2.30159
H -2.87365 -3.29313 0.82736
H -1.76125 -0.58195 -1.57886
Br 0.38419 2.22091 3.90149
C -1.44253 2.61361 3.59034
C -2.37730 2.72591 4.62741
C -3.71503 3.03887 4.33110
C -4.08637 3.32751 3.01793
C -3.15731 3.24581 1.98434
C -1.85184 2.82621 2.26531
C -0.88986 2.50185 1.16935
O -0.12007 3.32679 0.70021
O -0.98741 1.23484 0.77249
H -2.06446 2.54282 5.65104
H -4.45904 3.05561 5.12882
H -5.11819 3.60856 2.78810
H -3.39679 3.51831 0.96183
*
```

These are the Löwdin partial charges, in e, on atoms 1 to 6: atom 1 (C): -0.085, atom 2 (C): -0.050, atom 3 (C): -0.282, atom 4 (C): -0.179, atom 5 (C): -0.323, atom 6 (C): -0.055

3.
Computed, not measured: a structure of composition C20H27IrNO in a non-equilibrium geometry, with ωB97M-V/def2-TZVPD.

Summary:
- Orbital gap (spin up / spin down): 5.53 / 5.27 eV
- Highest occupied orbital energy (spin up / spin down): -4.85 / -7.95 eV
- Largest force on an atom: 0.1098 Eh/bohr
- E: -1012.2405 hartree

Structure (ORCA input):
```
! RIJCOSX wB97M-V def2-TZVPD def2/J DEFGRID3
* xyz 0 6
C 1.42905 -1.46970 -3.88786
C 0.01185 -1.28854 -4.07920
C -0.65226 -1.68430 -2.86888
C 0.34281 -2.14372 -1.94471
C 1.62584 -2.03773 -2.57729
Ir 0.68271 0.04359 -2.43974
C -1.06982 1.36906 -2.70290
C 0.11491 1.73044 -3.33685
C 0.75145 2.59527 -4.14330
N 1.75103 0.65557 -1.17768
H -1.71694 -1.63581 -2.66128
H -0.45982 -0.88610 -4.97269
H 0.15685 -2.52538 -0.94685
H 2.57711 -2.28520 -2.11392
H 2.21417 -1.22481 -4.60201
H -1.86175 0.87719 -3.28055
H 2.63386 0.98022 -0.76883
H -1.41413 1.90973 -1.81528
H 0.22542 3.39149 -4.66721
H 1.81843 2.46106 -4.31335
C -1.75805 3.07659 0.54063
C -0.42932 2.34130 0.67402
C 0.73835 3.30976 0.86028
C -0.48052 1.26520 1.76060
C -0.68883 1.57973 3.08634
C -0.72592 0.57473 4.06268
C -0.47934 -0.76072 3.72131
C -0.24596 -1.12933 2.41371
C 0.07778 -2.57446 2.01851
C 1.40145 -3.07254 2.60595
C -1.05929 -3.51940 2.39939
C -0.46200 -0.13784 1.36886
O -0.72126 -0.48155 0.17500
H -2.01326 3.59200 1.47498
H -2.55609 2.36008 0.31493
H -1.70903 3.81639 -0.26611
H -0.24711 1.78562 -0.25181
H 0.64064 3.85759 1.80551
H 1.68187 2.75179 0.86417
H 0.76663 4.02682 0.03109
H -0.83897 2.62602 3.37301
H -0.92762 0.82614 5.10347
H -0.46159 -1.53738 4.49090
H 0.16976 -2.53996 0.92558
H 1.38068 -3.05110 3.70343
H 1.58952 -4.10619 2.29225
H 2.23666 -2.45138 2.26187
H -1.98459 -3.20879 1.90294
H -0.82696 -4.54780 2.10356
H -1.22841 -3.50365 3.48329
*
```

These are the Löwdin partial charges, in e, on atoms 1 to 6: atom 1 (C): -0.214, atom 2 (C): -0.232, atom 3 (C): -0.211, atom 4 (C): -0.207, atom 5 (C): -0.177, atom 6 (Ir): 1.331

4.
Computed, not measured: a structure of composition C20H27MnN3S2 in a non-equilibrium geometry, with ωB97M-V/def2-TZVPD.

Summary:
- Orbital gap (spin up / spin down): 4.19 / 5.96 eV
- Highest occupied orbital energy (spin up / spin down): -17.65 / -17.68 eV
- Largest force on an atom: 0.0732 Eh/bohr
- E: -2888.9108 hartree

Structure (ORCA input):
```
! RIJCOSX wB97M-V def2-TZVPD def2/J DEFGRID3
* xyz 3 5
Mn -0.17307 -0.43389 -0.21296
S 2.18401 -0.16831 -1.47761
S -1.31703 1.42720 -1.75093
C 2.62206 0.67821 -3.04325
C 2.01529 -1.83475 -2.19284
C 0.76650 -2.00498 -3.03325
N -0.49316 -1.56359 -2.32970
C -1.44922 -0.91590 -3.28021
C -2.29636 0.16113 -2.64073
H 2.07069 -2.57143 -1.37881
H 2.89547 -1.95138 -2.83663
H 0.66762 -3.06539 -3.32984
H 0.85883 -1.39011 -3.93301
H -2.11690 -1.68344 -3.70528
H -0.85548 -0.47251 -4.08297
H -3.03988 -0.24840 -1.94249
H -2.81905 0.72091 -3.42497
C -0.62192 2.23957 -3.22744
H -0.95098 -2.44544 -2.07437
H 0.20602 1.67782 -3.66087
H -0.23978 3.19849 -2.86505
H -1.42815 2.40121 -3.95193
H 3.04251 1.64618 -2.73809
H 1.74845 0.85300 -3.68103
H 3.38529 0.08096 -3.56547
C -1.00556 -2.24638 0.29052
C -0.89649 -1.82882 1.64672
H -0.28226 -2.95242 -0.11012
H -1.96801 -2.19542 -0.21662
H -0.09238 -2.26887 2.25073
H -1.81731 -1.50578 2.14958
C -3.21986 1.78447 2.19802
C -2.57519 1.10564 1.16061
N -1.25911 0.84665 1.20408
C -0.51050 1.21803 2.27763
C -1.11950 1.88034 3.38575
C -2.49377 2.18707 3.30534
C -0.33275 2.05686 4.56588
C 0.93048 1.52378 4.68450
C 1.53448 0.76680 3.63546
C 2.70959 0.00420 3.79451
C 3.10584 -0.85473 2.78147
C 2.35787 -0.92850 1.60281
N 1.26152 -0.17627 1.42057
C 0.82866 0.66692 2.39886
H -4.28670 1.96661 2.10212
H -3.11581 0.77984 0.26838
H -2.96347 2.70508 4.14261
H -0.80987 2.54826 5.41569
H 1.47097 1.58683 5.62984
H 3.26414 0.08150 4.72953
H 3.98144 -1.49017 2.86328
H 2.64182 -1.59670 0.78198
*
```

These are the Löwdin partial charges, in e, on atoms 1 to 6: atom 1 (Mn): 0.748, atom 2 (S): 0.902, atom 3 (S): 0.883, atom 4 (C): -0.278, atom 5 (C): -0.416, atom 6 (C): -0.203